A 3-piece molecular cluster, C7H13NO overall in a non-equilibrium geometry. Source: OMol25; level of theory: ωB97M-V/def2-TZVPD.

Geometry (Å):
C: -0.462 0.126 0.981
C: 1.553 0.674 0.746
C: -1.161 -1.218 0.864
C: -1.370 1.341 0.897
N: 2.235 0.700 -0.419
H: -0.085 0.108 2.009
H: 1.765 1.289 -1.132
H: 2.545 -0.196 -0.776
H: 1.982 0.032 1.508
H: 1.260 1.669 1.062
H: -0.446 -2.040 0.880
H: -1.651 1.696 1.891
H: -1.757 -1.310 -0.044
H: -1.862 -1.355 1.693
H: -0.873 2.167 0.382
H: -2.297 1.145 0.355
C: -0.416 0.167 -1.656
C: 0.277 -1.093 -1.808
C: 0.827 -2.159 -1.922
O: 0.107 1.265 -1.911
H: -1.504 0.070 -1.549
H: 1.332 -3.079 -2.052

For the HOMO-LUMO gap, the calculation gives 7.4 eV. The multiplicity is 1. The value obtained for the total energy is -404.3219 Eh. For the LUMO energy, the calculation gives -0.16 eV. The relative energy (zero: lowest compared OMol25 entry of this formula, charge and spin) comes out at 539.8 kJ/mol. The HOMO energy is -7.578 eV.

Löwdin population analysis, charges in e, atoms 1 to 6: -0.337, -0.132, -0.142, -0.138, 0.004, 0.075

=====

A 2-piece molecular cluster, C7H13NO overall in a non-equilibrium geometry. Source: OMol25; level of theory: ωB97M-V/def2-TZVPD.

Geometry (Å):
C: 0.525 -0.387 1.252
C: -1.658 -0.605 -1.236
C: -1.766 0.721 -1.452
C: 0.443 -1.866 1.613
C: 0.828 -0.176 -0.236
C: 1.014 1.237 -0.683
C: 0.889 2.330 0.069
O: -0.641 0.318 1.645
N: 1.395 -1.146 -0.858
H: -1.399 -0.088 1.219
H: 1.345 0.074 1.808
H: 1.914 -0.851 -1.687
H: -2.312 -1.106 -0.536
H: -1.140 -1.253 -1.925
H: -2.403 1.349 -0.836
H: -1.265 1.203 -2.279
H: 1.419 1.324 -1.690
H: 1.392 -2.347 1.424
H: 0.192 -1.972 2.664
H: -0.309 -2.363 0.998
H: 1.065 3.317 -0.335
H: 0.473 2.285 1.061

For the HOMO-LUMO gap, the calculation gives 10.3 eV. The multiplicity is 1. The value obtained for the total energy is -404.4227 Eh. For the LUMO energy, the calculation gives 0.72 eV. The relative energy (zero: lowest compared OMol25 entry of this formula, charge and spin) comes out at 275.2 kJ/mol. Its SMILES is [H]/N=C(\C=C)[C@H](C)O.C=C. The HOMO energy is -9.607 eV.

Löwdin population analysis, charges in e, atoms 1 to 6: -0.389, -0.085, -0.056, -0.051, -0.376, -0.145

=====

C7H13NO2 as an isolated structure in a non-equilibrium geometry. Source: OMol25; level of theory: ωB97M-V/def2-TZVPD.

Geometry (Å):
C: 0.683 -1.030 0.307
C: -1.106 0.042 -0.168
C: -0.413 -1.250 -0.697
C: -2.283 -0.275 0.744
C: -1.462 1.085 -1.215
C: 2.839 0.751 0.245
N: 1.458 0.714 -0.231
C: 0.189 0.368 0.760
O: 1.239 -1.956 1.062
O: 0.146 0.858 1.903
H: 1.318 -2.804 0.592
H: 1.221 1.647 -0.555
H: -0.966 -2.182 -0.553
H: -0.060 -1.199 -1.727
H: -3.131 -0.649 0.165
H: -2.012 -1.020 1.493
H: -2.581 0.624 1.282
H: -2.336 0.766 -1.788
H: -1.713 2.033 -0.736
H: -0.655 1.244 -1.930
H: 3.448 1.322 -0.457
H: 3.245 -0.263 0.253
H: 2.931 1.174 1.251

For the HOMO-LUMO gap, the calculation gives 8.0 eV. The multiplicity is 1. The value obtained for the total energy is -479.6164 Eh. For the LUMO energy, the calculation gives 0.09 eV. The relative energy (zero: lowest compared OMol25 entry of this formula, charge and spin) comes out at 473.0 kJ/mol. The HOMO energy is -7.873 eV.

Löwdin population analysis, charges in e, atoms 1 to 6: -0.182, -0.429, -0.031, -0.036, -0.043, -0.111

=====

One molecule with the formula C7H13NO2Si in a non-equilibrium geometry. Source: OMol25; level of theory: ωB97M-V/def2-TZVPD.

Geometry (Å):
C: 0.442 -1.508 0.720
C: 1.227 -4.089 0.727
C: 1.136 -3.716 3.111
C: -1.978 0.966 -1.348
C: 0.086 2.718 -0.106
C: 1.053 0.630 -2.276
C: 0.131 -0.214 0.758
N: 0.579 -2.707 0.731
O: 1.289 -4.701 -0.269
O: 1.404 -4.552 1.947
Si: -0.194 0.890 -0.752
H: 1.366 -4.245 3.995
H: 0.124 -3.151 3.004
H: 1.718 -2.789 3.042
H: -2.272 0.103 -1.939
H: -2.633 1.039 -0.576
H: -2.062 1.805 -2.039
H: 0.281 2.782 0.905
H: 1.001 2.929 -0.575
H: -0.637 3.402 -0.574
H: 1.711 -0.104 -2.026
H: 0.568 0.486 -3.181
H: 1.743 1.471 -2.415
H: 0.420 0.150 1.742

For the HOMO-LUMO gap, the calculation gives 9.3 eV. The multiplicity is 1. The value obtained for the total energy is -769.1799 Eh. For the LUMO energy, the calculation gives 0.59 eV. The relative energy (zero: lowest compared OMol25 entry of this formula, charge and spin) comes out at 140.8 kJ/mol. Its SMILES is COC(=O)N=C=C[Si](C)(C)C. The HOMO energy is -8.671 eV.

Löwdin population analysis, charges in e, atoms 1 to 6: -0.195, -0.514, -0.027, -0.191, -0.165, -0.141

=====

One molecule with the formula C7H13NO3 in a non-equilibrium geometry. Source: OMol25; level of theory: ωB97M-V/def2-TZVPD.

Geometry (Å):
C: 1.447 0.531 0.718
C: 0.701 1.784 -0.028
C: -0.536 0.971 -0.575
C: -1.867 0.464 -1.188
C: -1.672 -0.910 -0.775
C: -0.837 -0.932 0.611
C: 0.803 -0.962 0.615
H: 3.308 -0.086 0.821
H: 1.694 0.787 1.736
H: 0.452 2.467 0.848
H: 1.308 2.285 -0.879
H: 1.129 0.253 -1.524
H: -1.870 0.666 -2.299
H: -2.832 0.923 -0.821
H: -2.602 -1.405 -0.542
H: -1.263 -1.631 -1.509
H: -1.344 -1.580 1.357
H: -1.914 0.737 1.122
H: 1.102 -1.433 -0.397
H: 1.247 -2.465 1.489
N: -0.914 0.501 0.829
O: 2.731 0.513 0.189
O: 0.190 0.097 -1.477
O: 1.539 -1.575 1.679

For the HOMO-LUMO gap, the calculation gives 9.4 eV. The multiplicity is 1. The value obtained for the total energy is -554.7795 Eh. For the LUMO energy, the calculation gives 0.79 eV. The relative energy (zero: lowest compared OMol25 entry of this formula, charge and spin) comes out at 684.3 kJ/mol. Its SMILES is O[C@H]1[C@@H]2CC[C@@](O)(C[C@@H]1O)N2. The HOMO energy is -8.646 eV.

Löwdin population analysis, charges in e, atoms 1 to 6: -0.320, -0.009, -0.348, -0.142, -0.183, -0.174

=====

One molecule with the formula C7H13NO3S in a non-equilibrium geometry. Source: OMol25; level of theory: ωB97M-V/def2-TZVPD.

Geometry (Å):
C: 1.336 -1.594 -0.470
C: -0.088 -1.201 -0.743
C: -2.428 0.927 0.974
C: -1.603 0.325 2.062
C: 2.307 -0.761 -1.299
C: 0.189 1.210 -0.664
C: -0.640 0.020 0.026
N: -2.002 0.205 -0.227
O: 2.640 1.906 -1.435
O: 2.378 0.920 0.744
O: -0.334 -0.086 1.366
S: 2.001 0.922 -0.618
H: 1.521 -1.287 0.531
H: 1.442 -2.601 -0.578
H: -0.369 -1.231 -1.790
H: -0.607 -2.091 -0.227
H: -3.461 0.835 1.191
H: -1.981 1.884 0.813
H: -1.416 0.978 2.987
H: -2.067 -0.496 2.668
H: 3.352 -0.768 -1.093
H: 2.113 -0.878 -2.398
H: -0.112 1.514 -1.651
H: 0.246 2.138 0.006
H: -2.419 -0.789 -0.173

For the HOMO-LUMO gap (alpha / beta), the calculation gives 3.6 / 5.8 eV. The multiplicity is 3. The value obtained for the total energy is -952.8582 Eh. For the LUMO energy (alpha / beta), the calculation gives 0.68 / -5.22 eV. The relative energy (zero: lowest compared OMol25 entry of this formula, charge and spin) comes out at 313.0 kJ/mol. As for the expectation value of S²: 2.0060. The HOMO energy (alpha / beta) is -2.870 / -10.984 eV.

Löwdin population analysis, charges in e, atoms 1 to 6: -0.228, -0.155, -0.228, -0.139, -0.176, -0.074

=====

One molecule with the formula C7H13NOS in a non-equilibrium geometry. Source: OMol25; level of theory: ωB97M-V/def2-TZVPD.

Geometry (Å):
C: 0.114 -1.588 0.211
C: 1.798 -1.177 -1.247
C: -0.183 -0.061 -0.175
C: 1.058 0.832 1.883
C: -1.055 2.121 1.011
C: -1.440 -0.976 -2.040
C: -0.286 0.714 1.139
N: 1.063 -2.091 -0.446
O: -1.458 -0.185 -0.820
S: 1.168 0.583 -1.129
H: -0.546 -2.025 0.919
H: 2.916 -1.102 -0.972
H: 1.731 -1.461 -2.300
H: 1.758 1.668 1.364
H: 1.496 -0.158 2.169
H: 0.882 1.292 2.913
H: -0.301 2.858 1.218
H: -1.879 2.010 1.703
H: -1.317 2.187 -0.012
H: -1.243 -2.032 -1.961
H: -0.802 -0.643 -2.780
H: -2.454 -0.990 -2.386
H: -1.020 0.224 1.739

For the HOMO-LUMO gap (alpha / beta), the calculation gives 4.4 / 5.2 eV. The multiplicity is 3. The value obtained for the total energy is -802.4317 Eh. For the LUMO energy (alpha / beta), the calculation gives 0.54 / -3.51 eV. The relative energy (zero: lowest compared OMol25 entry of this formula, charge and spin) comes out at 306.2 kJ/mol. As for the expectation value of S²: 2.0080. The HOMO energy (alpha / beta) is -3.892 / -8.744 eV.

Löwdin population analysis, charges in e, atoms 1 to 6: -0.220, -0.446, -0.707, -0.107, -0.023, -0.073

=====

C7H13NPS as an isolated structure in a non-equilibrium geometry. Source: OMol25; level of theory: ωB97M-V/def2-TZVPD.

Geometry (Å):
C: 1.472 -0.740 0.987
C: 0.852 -0.023 0.067
C: -1.486 1.091 -0.099
C: 1.300 -0.178 -1.473
C: -2.547 2.142 -0.083
C: 3.743 -0.927 1.704
C: 2.285 -1.290 1.788
N: -3.352 -0.555 -1.180
P: -1.529 -0.574 -0.587
S: 0.073 1.574 0.385
H: 2.041 0.495 -1.894
H: 0.360 -0.222 -2.024
H: 1.832 -1.207 -1.492
H: -3.107 1.891 0.798
H: -3.243 2.083 -0.954
H: -2.260 3.120 -0.032
H: 4.348 -1.876 1.978
H: 4.133 -0.539 0.824
H: 3.872 -0.259 2.507
H: 2.118 -2.097 2.443
H: -3.728 0.168 -0.551
H: -3.666 -1.541 -0.922
H: -3.511 -0.536 -2.187

As for the net charge: +1. For the HOMO-LUMO gap (alpha / beta), the calculation gives 8.3 / 8.3 eV. The multiplicity is 1. The value obtained for the total energy is -1068.4452 Eh. For the LUMO energy (alpha / beta), the calculation gives -3.65 / -3.65 eV. The relative energy (zero: lowest compared OMol25 entry of this formula, charge and spin) comes out at 148.5 kJ/mol. The HOMO energy (alpha / beta) is -11.983 / -11.982 eV.

Löwdin population analysis, charges in e, atoms 1 to 6: -0.058, -0.673, -0.867, -0.120, -0.147, -0.050

=====

One molecule with the formula C7H13NS in a non-equilibrium geometry. Source: OMol25; level of theory: ωB97M-V/def2-TZVPD.

Geometry (Å):
C: -0.604 1.517 0.565
C: 0.083 1.275 -0.643
C: -0.674 -0.675 1.134
C: 0.084 2.295 -1.701
C: 1.171 0.251 -0.979
C: -0.170 -1.809 1.918
C: -1.588 -1.035 0.013
N: -0.549 0.537 1.629
S: -1.771 2.804 0.968
H: 0.172 3.214 -1.206
H: -0.836 2.457 -2.273
H: 0.920 2.165 -2.259
H: 0.934 -0.112 -1.933
H: 1.212 -0.611 -0.292
H: 2.042 0.963 -1.019
H: -1.025 -2.508 2.021
H: -0.023 -1.585 2.973
H: 0.695 -2.316 1.522
H: -2.329 -1.725 0.390
H: -1.010 -1.640 -0.653
H: -2.092 -0.190 -0.475
H: -0.065 0.675 2.590

For the HOMO-LUMO gap (alpha / beta), the calculation gives 6.1 / 6.1 eV. The multiplicity is 1. The value obtained for the total energy is -727.3458 Eh. For the LUMO energy (alpha / beta), the calculation gives -0.35 / -0.35 eV. The relative energy (zero: lowest compared OMol25 entry of this formula, charge and spin) comes out at 297.5 kJ/mol. The HOMO energy (alpha / beta) is -6.460 / -6.460 eV.

Löwdin population analysis, charges in e, atoms 1 to 6: -0.780, -0.352, -0.342, -0.094, -0.046, -0.021

=====

One molecule with the formula C7H13NSSi in a non-equilibrium geometry. Source: OMol25; level of theory: ωB97M-V/def2-TZVPD.

Geometry (Å):
C: 2.189 -0.404 0.824
C: -0.914 0.100 0.093
C: 0.385 -0.152 2.426
C: 2.934 -1.309 -0.040
C: 0.461 -0.064 3.936
C: -1.172 -0.919 -2.630
C: -1.679 2.331 -2.107
N: 1.361 -0.439 1.687
Si: -1.729 0.512 -1.508
S: -1.280 -0.001 1.635
H: 2.116 -1.506 -0.834
H: 3.832 -0.766 -0.492
H: 3.367 -2.243 0.461
H: -0.467 0.381 4.168
H: 0.297 -1.063 4.487
H: 1.387 0.401 4.306
H: -1.756 -1.832 -2.375
H: -1.032 -0.711 -3.688
H: -0.148 -1.171 -2.244
H: -1.787 2.513 -3.137
H: -2.501 2.948 -1.498
H: -0.701 2.764 -1.966
H: -3.160 0.630 -1.503

For the HOMO-LUMO gap (alpha / beta), the calculation gives 6.9 / 6.9 eV. The multiplicity is 1. The value obtained for the total energy is -1016.7501 Eh. For the LUMO energy (alpha / beta), the calculation gives -0.35 / -0.35 eV. The relative energy (zero: lowest compared OMol25 entry of this formula, charge and spin) comes out at 488.1 kJ/mol. The HOMO energy (alpha / beta) is -7.237 / -7.236 eV.

Löwdin population analysis, charges in e, atoms 1 to 6: -0.089, -0.578, -0.576, -0.100, -0.103, -0.228

=====

Question: Among the records above, which one has the highest relative energy (zero: lowest compared OMol25 entry of this formula, charge and spin)?
Answer: C7H13NO3

=====

Question: Number 10 is which compound?
Answer: C7H13NSSi

=====

Question: The lowest relative energy (zero: lowest compared OMol25 entry of this formula, charge and spin) belongs to which entry?
Answer: C7H13NO2Si

=====

Question: What is the multiplicity in the seventh record?
Answer: 3